(1)
The following is a DFT calculation (the ωB97M-V functional and the def2-TZVPD basis) of 4 unconnected molecules or ions with the total composition C29H49N4O11PS3 at a distorted geometry.

Geometry as ORCA input:
```
! wB97M-V def2-TZVPD RIJCOSX def2/J DEFGRID3
* xyz 0 1
C 1.85 -5.58 -0.74
C 2.72 -4.35 -1.30
C 4.05 -4.34 -0.46
C 5.10 -3.27 -0.91
C 6.06 -3.56 -1.98
C 6.09 -4.97 -2.70
C 6.74 -4.77 -4.12
N 6.50 -5.90 -5.06
C 7.06 -2.49 -2.35
C 7.04 -1.22 -1.65
C 6.07 -0.89 -0.54
N 6.20 0.36 0.06
C 5.28 0.46 1.06
C 4.26 -0.56 1.44
P 3.05 -0.25 2.86
N 3.42 1.28 3.62
O 1.54 -0.04 2.08
N 4.15 -1.77 0.82
C 5.10 -1.94 -0.19
O 2.02 -3.10 -1.28
C 0.69 -3.21 -1.79
C 0.19 -1.88 -2.47
C 0.98 -0.65 -2.59
C 0.35 0.50 -3.30
C -1.01 0.43 -3.87
C -1.83 -0.81 -3.72
C -1.19 -1.92 -3.02
H 1.06 -5.89 -1.48
H 1.44 -5.26 0.25
H 2.57 -6.45 -0.66
H 2.97 -4.58 -2.38
H 4.53 -5.35 -0.59
H 3.82 -4.24 0.64
H 5.06 -5.39 -2.85
H 6.69 -5.68 -2.06
H 7.85 -4.56 -4.06
H 6.30 -3.84 -4.59
H 5.53 -6.21 -4.94
H 6.53 -5.49 -6.00
H 7.86 -2.61 -3.13
H 7.81 -0.45 -1.93
H 5.29 1.42 1.65
H 2.62 1.89 3.42
H 3.37 1.10 4.63
H 1.63 0.51 1.28
H 0.01 -3.37 -0.90
H 0.57 -4.02 -2.58
H 2.02 -0.59 -2.17
H 0.97 1.43 -3.40
H -1.42 1.32 -4.42
H -2.87 -0.88 -4.13
H -1.80 -2.86 -2.90
O -4.30 2.33 -3.75
S -5.12 1.58 -2.84
O -5.60 0.27 -3.16
O -6.36 2.49 -2.38
C -7.19 3.07 -3.39
C -8.14 2.05 -3.98
C -4.30 1.50 -1.27
H -6.58 3.54 -4.16
H -7.77 3.86 -2.91
H -7.60 1.29 -4.55
H -8.85 2.53 -4.66
H -8.69 1.53 -3.20
H -3.97 2.50 -1.00
H -3.45 0.84 -1.38
H -4.99 1.11 -0.53
O -5.39 1.38 1.77
S -4.86 1.63 3.08
O -3.47 1.90 3.29
O -5.31 0.43 4.06
C -5.00 -0.92 3.67
C -3.54 -1.25 3.90
C -5.81 2.90 3.86
H -5.29 -1.09 2.63
H -5.62 -1.57 4.29
H -2.89 -0.67 3.23
H -3.35 -2.31 3.72
H -3.24 -1.00 4.92
H -6.86 2.68 3.74
H -5.56 3.84 3.36
H -5.53 2.96 4.91
O 0.06 5.14 6.22
S -0.51 6.13 5.35
O -1.92 6.40 5.34
O -0.03 5.84 3.84
C -0.26 4.54 3.29
C -1.71 4.35 2.88
C 0.35 7.65 5.57
H 0.06 3.76 3.99
H 0.37 4.46 2.41
H -2.37 4.34 3.76
H -1.84 3.41 2.35
H -2.04 5.17 2.24
H 1.42 7.46 5.53
H 0.08 8.05 6.55
H 0.05 8.35 4.79
*
```

Summary:
Structure (SMILES) = C[C@H](Cc1c(CCN)ccc2ncc(P(N)O)nc12)OCc1ccccc1.CCOS(C)(=O)=O.CCOS(C)(=O)=O.CCOS(C)(=O)=O
DFT total energy = -3716.8604 Ha

For reference, the Löwdin charges in units of e are: atom 1 (C): -0.052, atom 2 (C): -0.363, atom 3 (C): -0.113, atom 4 (C): -0.065, atom 5 (C): -0.123, atom 6 (C): -0.138, atom 7 (C): -0.307, atom 8 (N): -0.033, atom 9 (C): -0.027, atom 10 (C): -0.005, atom 11 (C): -0.200, atom 12 (N): 0.101, atom 13 (C): -0.114, atom 14 (C): -0.373, atom 15 (P): 0.847, atom 16 (N): -0.206, atom 17 (O): -0.344, atom 18 (N): 0.106, atom 19 (C): -0.139, atom 20 (O): -0.141, atom 21 (C): -0.187, atom 22 (C): -0.159, atom 23 (C): -0.027, atom 24 (C): -0.082, atom 25 (C): -0.084, atom 26 (C): -0.073, atom 27 (C): -0.053, atom 28 (H): 0.073, atom 29 (H): 0.095, atom 30 (H): 0.084, atom 31 (H): 0.143, atom 32 (H): 0.114, atom 33 (H): 0.128, atom 34 (H): 0.099, atom 35 (H): 0.132, atom 36 (H): 0.110, atom 37 (H): 0.117, atom 38 (H): 0.058, atom 39 (H): 0.063, atom 40 (H): 0.099, atom 41 (H): 0.107, atom 42 (H): 0.096, atom 43 (H): 0.024, atom 44 (H): 0.019, atom 45 (H): 0.045, atom 46 (H): 0.141, atom 47 (H): 0.133, atom 48 (H): 0.102, atom 49 (H): 0.092, atom 50 (H): 0.094, atom 51 (H): 0.099, atom 52 (H): 0.108, atom 53 (O): -0.288, atom 54 (S): 0.580, atom 55 (O): -0.286, atom 56 (O): -0.262, atom 57 (C): -0.265, atom 58 (C): -0.077, atom 59 (C): -0.117, atom 60 (H): 0.115, atom 61 (H): 0.121, atom 62 (H): 0.070, atom 63 (H): 0.080, atom 64 (H): 0.085, atom 65 (H): 0.079, atom 66 (H): 0.072, atom 67 (H): 0.048, atom 68 (O): -0.278, atom 69 (S): 0.599, atom 70 (O): -0.280, atom 71 (O): -0.259, atom 72 (C): -0.259, atom 73 (C): -0.073, atom 74 (C): -0.112, atom 75 (H): 0.116, atom 76 (H): 0.123, atom 77 (H): 0.070, atom 78 (H): 0.082, atom 79 (H): 0.086, atom 80 (H): 0.076, atom 81 (H): 0.079, atom 82 (H): 0.079, atom 83 (O): -0.278, atom 84 (S): 0.586, atom 85 (O): -0.280, atom 86 (O): -0.265, atom 87 (C): -0.259, atom 88 (C): -0.082, atom 89 (C): -0.124, atom 90 (H): 0.114, atom 91 (H): 0.121, atom 92 (H): 0.064, atom 93 (H): 0.066, atom 94 (H): 0.089, atom 95 (H): 0.074, atom 96 (H): 0.077, atom 97 (H): 0.074

---

(2)
The following is a DFT calculation (the ωB97M-V functional and the def2-TZVPD basis) of C8H14N3OP in the gas phase at a distorted geometry.

Geometry as ORCA input:
```
! wB97M-V def2-TZVPD RIJCOSX def2/J DEFGRID3
* xyz 0 1
C 4.46 -0.47 -0.50
C 3.60 0.59 -0.77
C 3.86 -1.50 0.14
C 2.23 0.56 -0.52
C 2.49 -1.58 0.48
C 1.65 -0.53 0.04
C -1.14 2.51 0.35
C -3.42 -1.42 0.20
N -1.62 1.13 0.45
N -1.04 -0.17 -2.06
N -1.97 -1.57 -0.07
O 0.29 -0.80 0.05
P -1.22 -0.13 -0.38
H 5.43 -0.65 -0.89
H 3.91 1.48 -1.25
H 4.47 -2.30 0.35
H 1.56 1.34 -0.86
H 1.99 -2.35 1.02
H -1.97 3.15 0.70
H -0.51 2.83 -0.44
H -0.40 2.63 1.29
H -3.97 -2.30 -0.31
H -3.67 -1.24 1.24
H -3.60 -0.52 -0.50
H -1.42 0.54 -2.66
H -0.97 -1.01 -2.42
H -1.56 -1.96 0.75
*
```

Summary:
Structure (SMILES) = CN=[P@](N)(NC)Oc1ccccc1
Energy above the lowest of the compared OMol25 structures with the same formula, charge and spin = 0.768 eV

For reference, the Löwdin charges in units of e are: atom 1 (C): -0.096, atom 2 (C): -0.075, atom 3 (C): -0.096, atom 4 (C): -0.037, atom 5 (C): 0.022, atom 6 (C): -0.298, atom 7 (C): -0.225, atom 8 (C): -0.149, atom 9 (N): -0.228, atom 10 (N): -0.003, atom 11 (N): -0.194, atom 12 (O): -0.187, atom 13 (P): 0.575, atom 14 (H): 0.099, atom 15 (H): 0.089, atom 16 (H): 0.072, atom 17 (H): 0.100, atom 18 (H): 0.099, atom 19 (H): 0.054, atom 20 (H): 0.032, atom 21 (H): 0.102, atom 22 (H): 0.097, atom 23 (H): 0.065, atom 24 (H): 0.075, atom 25 (H): 0.059, atom 26 (H): -0.022, atom 27 (H): 0.073

---

(3)
The following is a DFT calculation (the ωB97M-V functional and the def2-TZVPD basis) of a molecular structure, C3H3NOS at a distorted geometry.

Geometry as ORCA input:
```
! wB97M-V def2-TZVPD RIJCOSX def2/J DEFGRID3
* xyz 0 3
C 1.10 -0.66 0.14
C -0.14 1.28 -0.30
C -0.10 -0.03 0.28
N 2.12 -1.13 -0.06
O 0.73 2.08 -0.10
S -1.54 -1.04 -0.25
H -0.93 1.35 -1.01
H -0.27 0.32 1.66
H -0.97 -2.18 -0.36
*
```

Summary:
Energy above the lowest of the compared OMol25 structures with the same formula, charge and spin = 3.208 eV

For reference, the Löwdin charges in units of e are: atom 1 (C): -0.326, atom 2 (C): -0.400, atom 3 (C): -0.679, atom 4 (N): 0.201, atom 5 (O): 0.220, atom 6 (S): 0.817, atom 7 (H): 0.115, atom 8 (H): 0.219, atom 9 (H): -0.167

---

(4)
The following is a DFT calculation (the ωB97M-V functional and the def2-TZVPD basis) of C4H7NO2 in the gas phase at a distorted geometry.

Geometry as ORCA input:
```
! wB97M-V def2-TZVPD RIJCOSX def2/J DEFGRID3
* xyz 0 1
O -0.11 1.89 -0.81
C -0.15 0.71 -0.55
N -1.00 0.22 0.44
C -0.76 -0.98 1.13
O -1.43 -1.18 2.13
C 0.65 -0.30 -1.35
C 2.13 -0.19 -0.79
H -1.51 0.87 1.02
H 0.09 -1.63 0.98
H 0.62 -0.02 -2.40
H 0.32 -1.32 -1.57
H 2.17 0.76 -0.28
H 2.60 -1.08 -0.38
H 2.68 -0.03 -1.72
*
```

Summary:
Structure (SMILES) = CCC(=O)NC=O
Energy above the lowest of the compared OMol25 structures with the same formula, charge and spin = 1.094 eV

For reference, the Löwdin charges in units of e are: atom 1 (O): 0.093, atom 2 (C): -0.491, atom 3 (N): 0.142, atom 4 (C): -0.274, atom 5 (O): 0.037, atom 6 (C): -0.153, atom 7 (C): -0.060, atom 8 (H): 0.153, atom 9 (H): 0.134, atom 10 (H): 0.106, atom 11 (H): 0.107, atom 12 (H): 0.068, atom 13 (H): 0.071, atom 14 (H): 0.068

---

(5)
The following is a DFT calculation (the ωB97M-V functional and the def2-TZVPD basis) of 2 unconnected molecules or ions with the total composition C34H46N3O at a distorted geometry.

Geometry as ORCA input:
```
! wB97M-V def2-TZVPD RIJCOSX def2/J DEFGRID3
* xyz 1 1
C -3.05 -0.13 2.61
C -2.54 -1.35 1.84
C -1.02 -1.49 1.99
C -0.28 -0.17 1.96
N 1.06 -0.27 2.09
C 1.78 -1.54 2.21
C 3.27 -1.17 2.33
C 3.35 0.36 2.30
C 1.92 0.89 2.09
C -0.93 1.08 1.89
C -2.39 1.14 2.06
H -4.14 -0.05 2.51
H -2.82 -0.23 3.68
H -3.04 -2.26 2.18
H -2.78 -1.23 0.77
H -0.82 -2.01 2.95
H -0.65 -2.18 1.20
H 1.45 -2.11 3.09
H 1.61 -2.18 1.33
H 3.67 -1.57 3.26
H 3.82 -1.61 1.50
H 3.75 0.74 3.25
H 4.00 0.71 1.49
H 1.85 1.44 1.14
H 1.65 1.59 2.90
H -0.28 1.95 1.98
H -2.84 1.30 1.06
H -2.67 2.00 2.68
C 2.46 5.11 -4.19
N 1.06 5.06 -3.85
C 0.22 4.34 -4.68
O 0.49 4.01 -5.83
C -1.02 3.98 -3.88
C -1.47 2.53 -4.02
C -0.45 1.55 -3.48
C 0.78 1.42 -4.11
C 1.82 0.71 -3.51
C 1.59 0.06 -2.30
C 0.31 0.06 -1.74
C -0.71 0.79 -2.34
N -0.61 4.31 -2.53
C -1.17 3.75 -1.43
C -0.55 3.62 -0.20
C -1.34 3.36 0.96
C -1.23 4.24 2.13
C -2.37 4.50 2.93
C -2.33 5.47 3.93
C -1.15 6.17 4.17
C 0.02 5.84 3.47
C -0.01 4.87 2.47
C 0.55 5.19 -2.48
C 0.25 6.70 -2.10
C -0.70 7.28 -3.15
C 1.56 7.46 -2.09
C -0.38 6.78 -0.72
H 2.92 4.11 -4.13
H 2.57 5.49 -5.21
H 2.97 5.78 -3.49
H -1.82 4.68 -4.21
H -2.43 2.41 -3.50
H -1.63 2.35 -5.09
H 0.93 1.90 -5.08
H 2.80 0.69 -3.99
H 2.41 -0.47 -1.80
H 0.11 -0.51 -0.83
H -1.72 0.79 -1.90
H -2.20 3.40 -1.56
H 0.54 3.68 -0.12
H -2.37 3.11 0.71
H -3.30 3.96 2.72
H -3.23 5.67 4.51
H -1.13 6.97 4.91
H 0.96 6.35 3.70
H 0.90 4.61 1.91
H 1.31 4.81 -1.77
H -1.68 6.79 -3.12
H -0.86 8.35 -2.93
H -0.28 7.20 -4.16
H 2.24 7.05 -1.33
H 2.05 7.45 -3.07
H 1.37 8.51 -1.83
H 0.27 6.34 0.04
H -0.53 7.84 -0.46
H -1.36 6.29 -0.69
*
```

Summary:
Energy above the lowest of the compared OMol25 structures with the same formula, charge and spin = 1.132 eV

For reference, the Löwdin charges in units of e are: atom 1 (C): -0.179, atom 2 (C): -0.189, atom 3 (C): -0.127, atom 4 (C): -0.215, atom 5 (N): -0.086, atom 6 (C): -0.148, atom 7 (C): -0.145, atom 8 (C): -0.146, atom 9 (C): -0.156, atom 10 (C): -0.056, atom 11 (C): -0.238, atom 12 (H): 0.115, atom 13 (H): 0.123, atom 14 (H): 0.116, atom 15 (H): 0.115, atom 16 (H): 0.129, atom 17 (H): 0.120, atom 18 (H): 0.123, atom 19 (H): 0.119, atom 20 (H): 0.111, atom 21 (H): 0.109, atom 22 (H): 0.109, atom 23 (H): 0.107, atom 24 (H): 0.115, atom 25 (H): 0.123, atom 26 (H): 0.061, atom 27 (H): 0.099, atom 28 (H): 0.090, atom 29 (C): -0.012, atom 30 (N): -0.031, atom 31 (C): -0.394, atom 32 (O): 0.087, atom 33 (C): -0.160, atom 34 (C): -0.073, atom 35 (C): -0.220, atom 36 (C): -0.030, atom 37 (C): -0.063, atom 38 (C): -0.078, atom 39 (C): -0.070, atom 40 (C): -0.046, atom 41 (N): 0.028, atom 42 (C): -0.025, atom 43 (C): -0.063, atom 44 (C): -0.020, atom 45 (C): -0.217, atom 46 (C): -0.016, atom 47 (C): -0.051, atom 48 (C): -0.048, atom 49 (C): -0.055, atom 50 (C): -0.028, atom 51 (C): -0.176, atom 52 (C): -0.531, atom 53 (C): -0.030, atom 54 (C): -0.044, atom 55 (C): -0.044, atom 56 (H): 0.103, atom 57 (H): 0.109, atom 58 (H): 0.076, atom 59 (H): 0.169, atom 60 (H): 0.117, atom 61 (H): 0.142, atom 62 (H): 0.113, atom 63 (H): 0.111, atom 64 (H): 0.103, atom 65 (H): 0.093, atom 66 (H): 0.115, atom 67 (H): 0.155, atom 68 (H): 0.124, atom 69 (H): 0.115, atom 70 (H): 0.121, atom 71 (H): 0.116, atom 72 (H): 0.115, atom 73 (H): 0.114, atom 74 (H): 0.117, atom 75 (H): 0.163, atom 76 (H): 0.085, atom 77 (H): 0.099, atom 78 (H): 0.094, atom 79 (H): 0.097, atom 80 (H): 0.077, atom 81 (H): 0.101, atom 82 (H): 0.077, atom 83 (H): 0.103, atom 84 (H): 0.086

---

Number 4 is which compound?
C4H7NO2